No. 1
{"formula": "C36H53BClF3O6PS", "method": "ωB97M-V with the def2-TZVPD basis set", "elements": ["C", "C", "O", "P", "O", "C", "C", "C", "C", "O", "B", "S", "C", "C", "C", "C", "C", "O", "C", "O", "C", "C", "C", "C", "Cl", "O", "C", "C", "H", "H", "H", "H", "H", "H", "H", "H", "H", "H", "H", "H", "H", "H", "H", "H", "H", "H", "H", "H", "H", "H", "H", "H", "H", "H", "H", "H", "H", "H", "H", "H", "H", "H", "H", "H", "H", "H", "F", "C", "C", "C", "C", "C", "C", "H", "H", "H", "H", "H", "F", "C", "C", "C", "C", "C", "C", "H", "H", "H", "H", "H", "F", "C", "C", "C", "C", "C", "C", "H", "H", "H", "H", "H"], "positions_angstrom": [[-3.152403, 1.405976, -2.750592], [-3.925582, -0.067216, -2.618240], [-3.204567, -0.874832, -1.622448], [-4.188636, -1.267598, -0.241700], [-5.558761, -1.876531, -0.834869], [-3.332839, -2.701287, 0.683801], [-2.531643, -2.272655, 2.048172], [-0.968054, -2.865121, 2.092065], [0.024095, -1.965569, 1.146695], [1.441517, -2.328453, 0.995149], [1.918292, -1.264180, 0.042377], [1.745721, -2.187433, -1.619284], [3.532361, -0.898084, 0.033004], [3.977082, 0.064686, -1.251140], [5.017935, -0.782162, -2.203727], [5.683453, 0.117334, -3.421507], [4.597366, 0.551116, -4.592280], [4.311631, -0.532500, -5.554701], [3.187322, -0.155157, -6.459935], [1.053933, -0.047452, 0.241374], [0.223417, -0.361832, 1.450623], [1.222719, 0.128150, 2.655673], [0.461509, 0.644479, 4.015533], [-0.061007, 2.200375, 3.949906], [-0.982920, -0.396981, 4.544048], [-4.654915, 0.083896, 0.749194], [-3.575536, 1.069425, 0.908887], [-4.257711, 2.596486, 0.900385], [-3.811626, 2.164792, -2.118111], [-3.170131, 1.802649, -3.854006], [-2.087196, 1.322892, -2.273111], [-3.812233, -0.643002, -3.657062], [-5.035250, 0.185792, -2.346332], [-4.167007, -3.523270, 0.909561], [-2.584469, -3.221833, -0.072585], [-3.089876, -2.775859, 2.975266], [-2.438664, -1.117976, 2.214674], [-0.596105, -2.907428, 3.221219], [-0.967526, -3.958789, 1.649145], [-0.569224, -1.939428, 0.123572], [1.362308, -3.520308, -1.275903], [3.854615, -0.307890, 0.996085], [4.202855, -1.861322, -0.051788], [4.448984, 1.092654, -0.872852], [3.062605, 0.371151, -1.931105], [5.921548, -1.105641, -1.493953], [4.514213, -1.767979, -2.645016], [6.184262, 1.067101, -2.949807], [6.529851, -0.545840, -3.893801], [5.075825, 1.481773, -5.159543], [3.575167, 0.946392, -4.129238], [2.764760, -1.079385, -7.070756], [2.294628, 0.353884, -5.870779], [3.623133, 0.693082, -7.173460], [-0.754239, 0.254727, 1.214353], [2.019649, -0.668151, 2.992099], [1.854001, 1.060626, 2.259220], [1.261581, 0.568064, 4.896188], [0.834462, 2.931633, 3.656691], [-1.010081, 2.348458, 3.279994], [-0.369281, 2.505804, 5.055199], [-2.764596, 1.064800, 0.065652], [-3.013131, 1.005180, 1.956291], [-3.606787, 3.367132, 1.503907], [-4.372706, 3.021917, -0.187341], [-5.361146, 2.570271, 1.354257], [-8.543235, -5.739460, 0.988085], [-8.468522, -4.489130, 1.463174], [-7.643665, -3.565161, 0.831078], [-7.569502, -2.261795, 1.322319], [-8.313511, -1.899629, 2.447958], [-9.134679, -2.835638, 3.078435], [-9.217150, -4.135670, 2.580285], [-7.066758, -3.866860, -0.037029], [-6.933557, -1.529821, 0.830651], [-8.251933, -0.884155, 2.833436], [-9.709649, -2.552568, 3.956834], [-9.857234, -4.873423, 3.052661], [8.855464, -0.149484, -0.848637], [9.412387, -1.367862, -0.851481], [10.781449, -1.494850, -0.643642], [11.360933, -2.763619, -0.641406], [10.565661, -3.891601, -0.858150], [9.193225, -3.753383, -1.070858], [8.612396, -2.485473, -1.061898], [11.384559, -0.606797, -0.485303], [12.429136, -2.874184, -0.472094], [11.018778, -4.880667, -0.860765], [8.576952, -4.632434, -1.243423], [7.545833, -2.360485, -1.216648], [-3.326873, 5.393033, -0.940177], [-2.785733, 6.134051, 0.035875], [-3.436747, 7.287105, 0.460492], [-2.876268, 8.056188, 1.480275], [-1.664183, 7.669018, 2.057099], [-1.015867, 6.512731, 1.620503], [-1.582205, 5.737971, 0.608552], [-4.373190, 7.576645, -0.005011], [-3.381297, 8.955198, 1.824770], [-1.225144, 8.271594, 2.849386], [-0.070523, 6.215621, 2.068113], [-1.096298, 4.831444, 0.263253]], "forces_ev_per_a": [[-1.15, -0.16, 0.71], [0.68, 1.57, -1.64], [-2.34, 0.52, 2.66], [-4.79, -2.47, -3.18], [4.64, 2.42, 2.16], [1.03, -0.50, 0.36], [0.91, -0.79, 0.74], [0.48, -0.10, 0.12], [-0.54, 1.11, 0.42], [-2.54, 0.66, 0.76], [0.74, -0.19, 0.57], [-1.01, -1.91, -2.00], [1.59, 0.93, 0.23], [-0.07, -0.35, -0.52], [0.63, 0.49, 0.20], [-0.61, -0.99, 0.10], [0.31, 1.14, 0.33], [-1.44, 1.38, 0.20], [0.26, 1.12, 0.00], [-0.55, -1.30, 1.26], [1.03, 0.37, -2.19], [-0.66, 0.50, 0.97], [1.64, 1.37, 0.05], [0.24, 0.04, 1.13], [1.01, 0.65, -0.39], [3.10, -1.44, -1.95], [0.65, 3.00, 0.96], [-0.59, -0.15, -0.24], [1.61, -1.43, -1.27], [0.30, -0.91, 2.14], [-1.95, 0.22, -1.22], [-0.52, 1.15, 2.46], [2.07, -1.12, -0.49], [1.57, 2.21, -0.57], [-1.52, 1.33, 1.37], [1.12, 1.38, -2.02], [-0.49, -2.28, -0.36], [-0.82, 0.09, -2.48], [0.01, 2.08, 0.95], [1.46, -0.09, 1.54], [0.46, 1.93, -0.09], [-0.44, -1.09, -1.51], [-1.31, 1.76, 0.34], [-0.74, -2.28, -0.87], [1.59, -0.68, 1.49], [-1.92, 0.62, -1.54], [0.93, 2.28, 1.08], [-1.08, -1.65, -1.06], [-1.58, 1.41, 0.63], [-0.97, -1.84, 0.87], [2.13, -0.97, -0.75], [1.29, 1.90, 1.48], [1.78, -1.22, -0.97], [-1.07, -1.84, 1.12], [1.78, -0.99, 1.32], [-1.86, 1.23, -1.03], [-1.57, -2.03, 0.73], [-1.95, 0.18, -1.80], [-2.00, -1.73, 0.35], [2.01, -0.36, 1.06], [0.53, -0.63, -2.31], [-1.62, -0.39, 1.48], [-1.35, -0.40, -2.18], [-1.20, -1.66, -1.10], [0.30, -0.95, 2.06], [2.54, -0.09, -0.81], [-0.05, -0.38, -0.11], [0.11, 1.27, 0.43], [-0.03, -0.16, -0.03], [-0.31, 0.01, 0.40], [-0.06, -0.19, -0.01], [0.23, 0.02, -0.31], [-0.04, -0.12, 0.00], [-0.02, 0.14, 0.06], [-0.16, -0.33, 0.00], [0.00, -0.18, -0.07], [0.06, -0.09, -0.15], [0.07, 0.03, -0.05], [-0.02, 0.12, 0.00], [0.37, -0.92, -0.01], [0.01, 0.06, 0.01], [-0.46, -0.09, -0.09], [0.05, 0.07, 0.01], [0.32, 0.30, 0.08], [-0.07, 0.03, -0.02], [-0.10, -0.06, -0.01], [-0.18, 0.06, -0.04], [-0.09, 0.18, 0.00], [0.07, 0.20, 0.04], [0.13, 0.01, 0.01], [-0.07, -0.07, -0.14], [0.43, 0.56, 0.76], [-0.05, -0.02, -0.04], [0.32, -0.36, -0.07], [-0.07, 0.01, -0.04], [-0.37, 0.19, -0.10], [-0.01, -0.07, -0.06], [0.09, -0.08, 0.03], [0.07, -0.16, -0.10], [-0.08, -0.12, -0.15], [-0.19, 0.01, -0.11], [-0.06, 0.07, -0.01]], "homo_energy_ev": -4.392, "total_charge": -1, "spin_multiplicity": 1, "homo_lumo_gap_ev": 6.6, "total_energy_ev": -91948.285, "e_lumo_ev": 2.19}

=====

No. 2
{"formula": "C2H7O3SSi", "method": "ωB97M-V with the def2-TZVPD basis set", "elements": ["C", "C", "O", "O", "O", "Si", "S", "H", "H", "H", "H", "H", "H", "H"], "positions_angstrom": [[0.901100, -0.553105, 0.502695], [-0.325194, -1.309567, -0.214892], [-2.571063, 0.103968, -1.069623], [-2.285080, -0.557400, 1.252616], [-0.905592, 1.333655, 0.289659], [0.944091, 1.194964, -0.311097], [-1.601286, -0.027336, 0.052827], [0.792871, -0.287651, 1.606512], [1.763292, -1.210102, 0.367821], [-0.020057, -1.469901, -1.207273], [-0.729452, -2.210811, 0.250439], [1.284931, 2.353303, 0.694247], [0.405430, 1.364723, -1.674216], [2.346010, 1.275256, -0.539718]], "forces_ev_per_a": [[-0.70, -0.62, 0.06], [0.73, 2.37, 2.66], [1.99, -0.28, 0.93], [1.25, 0.93, -0.64], [-0.34, -2.20, -0.12], [0.17, 0.96, 1.90], [-4.25, -0.14, -0.23], [-0.30, -0.88, -1.30], [0.25, 0.42, 0.06], [-0.02, -0.05, -1.45], [0.09, 0.25, 0.03], [-1.03, -0.36, -0.44], [0.08, 0.01, -0.29], [2.09, -0.42, -1.16]], "homo_energy_ev": -4.968, "total_charge": -1, "spin_multiplicity": 1, "e_above_lowest_kj_mol": 255.4, "homo_lumo_gap_ev": 8.7, "total_energy_ev": -27043.312, "e_lumo_ev": 3.76}

=====

No. 3
{"formula": "C3H3BrO2", "method": "ωB97M-V with the def2-TZVPD basis set", "elements": ["C", "C", "C", "O", "O", "Br", "H", "H", "H"], "positions_angstrom": [[0.483089, -1.010852, -0.640836], [2.078172, 2.867559, 0.214981], [0.715542, -1.070236, 0.611856], [0.451438, -0.905026, -1.808510], [2.780463, 2.000639, 0.036962], [-3.850452, 0.309135, 0.265633], [0.938260, -0.185511, 1.234798], [0.398434, -1.907252, 1.150420], [-3.994946, -0.098453, -1.065305]], "forces_ev_per_a": [[0.61, 0.86, -3.51], [0.41, -0.50, -0.11], [0.17, 1.25, 2.47], [-0.44, -0.33, 1.29], [-0.42, 0.50, 0.10], [0.07, 0.14, 0.49], [-0.03, -0.47, -0.85], [-0.32, -1.31, 0.61], [-0.05, -0.15, -0.50]], "homo_energy_ev": -9.517, "spin_multiplicity": 1, "e_above_lowest_kj_mol": 79.6, "homo_lumo_gap_ev": 10.2, "total_energy_ev": -77295.439, "e_lumo_ev": 0.65}

=====

No. 4
{"formula": "C10H16", "method": "ωB97M-V with the def2-TZVPD basis set", "elements": ["C", "C", "C", "C", "C", "C", "C", "C", "H", "H", "H", "H", "H", "H", "H", "H", "H", "H", "C", "C", "H", "H", "H", "H", "H", "H"], "positions_angstrom": [[2.157801, -0.758547, -1.134438], [1.860613, -1.883656, -2.148142], [0.979229, 0.122300, -1.161172], [-0.362110, -0.362202, -1.111444], [1.216540, 1.478043, -0.969838], [-1.415802, 0.432992, -0.884199], [0.093661, 2.329803, -0.846411], [-1.184467, 1.839382, -0.887380], [2.368926, -1.213399, -0.162276], [3.013431, -0.323576, -1.492631], [0.723915, -2.193688, -2.130270], [-0.502704, -1.431495, -1.235332], [2.257283, 1.816874, -0.964630], [-2.402740, 0.118649, -0.968953], [0.378278, 3.431780, -0.850128], [-1.999431, 2.626570, -0.831795], [2.495268, -2.772712, -2.012745], [2.115815, -1.453076, -3.154848], [-1.372894, 0.501228, 2.767656], [-1.585974, -0.973268, 2.957925], [-1.690187, 0.661539, 1.690410], [-1.853297, 1.249552, 3.395734], [-0.267649, 0.758433, 2.798025], [-0.803628, -1.334771, 3.702290], [-1.679085, -1.726603, 2.114868], [-2.540791, -0.940164, 3.519717]], "forces_ev_per_a": [[-2.41, -2.66, -0.67], [-1.24, -0.73, -1.13], [0.64, -0.30, 1.69], [0.04, -1.48, 0.04], [-1.56, 2.17, -0.17], [0.83, 1.51, -1.05], [4.47, 1.59, -0.63], [-1.79, 1.21, 0.85], [-0.33, 0.28, 0.28], [2.11, 1.70, -0.33], [2.74, 0.23, -0.33], [-0.23, 0.32, 0.18], [-0.57, 0.21, 0.05], [-1.52, -0.87, 0.33], [-1.02, -1.47, 0.31], [0.76, -1.44, -0.23], [-0.36, 0.35, 0.09], [-0.55, -0.65, 0.74], [2.16, 0.91, -3.27], [-0.39, -1.12, 2.75], [0.23, 0.65, 1.07], [-0.37, -0.63, 0.21], [-1.13, -0.18, -0.16], [-1.08, 0.01, -0.99], [0.30, 1.46, 0.68], [0.28, -1.09, -0.30]], "homo_energy_ev": [-14.133, -14.138], "total_charge": 1, "spin_multiplicity": 2, "e_above_lowest_kj_mol": 148.1, "homo_lumo_gap_ev": [9.9, 5.8], "total_energy_ev": -10619.338, "e_lumo_ev": [-4.20, -8.34], "s_squared": 0.77}